1.
Below is CH4ClN2O as an isolated structure, with properties calculated with the ωB97M-V functional and the def2-TZVPD basis.

Calculated values
spin multiplicity = 3
HOMO-LUMO gap (alpha / beta) = 9.065 / 7.704 eV
HOMO (alpha / beta) = -12.54 / -16.82 eV
calculated total energy = -684.96816 Eh
LUMO (alpha / beta) = -3.48 / -9.11 eV
charge = +1

Each line ends with the Löwdin charge.
Cartesian coordinates (Å):
C1 0.1910 -1.8838 0.5948  -0.33
N1 -0.3774 1.2985 -0.4509  -0.37
N2 0.8556 -0.9100 0.3836  0.16
O1 -0.5818 -2.6643 0.7579  0.33
Cl1 -2.1724 1.2258 -0.8071  0.69
H1 0.1333 1.2600 -1.3719  0.10
H2 -0.2866 2.1634 0.1832  0.11
H3 0.3551 0.3449 0.0488  0.11
H4 1.8833 -0.8346 0.6615  0.19



2.
Below is C30H40MnN6O7PTe as an isolated structure, with properties calculated with the ωB97M-V functional and the def2-TZVPD basis.

Calculated values
spin multiplicity = 2
HOMO-LUMO gap (alpha / beta) = 6.596 / 6.024 eV
HOMO (alpha / beta) = -4.16 / -3.58 eV
calculated total energy = -3782.97580 Eh
LUMO (alpha / beta) = 2.43 / 2.44 eV
charge = -1

Each line ends with the Löwdin charge.
Cartesian coordinates (Å):
Mn1 -0.4120 -0.5880 -0.4431  0.60
O1 3.4850 -2.7341 2.7001  0.04
C1 2.4491 -3.5182 3.0257  -0.28
C2 2.7180 -4.6456 3.8139  -0.03
C3 1.6991 -5.4930 4.1989  -0.11
C4 0.3847 -5.2501 3.8099  -0.11
C5 0.1208 -4.1443 3.0244  -0.03
C6 1.1271 -3.2673 2.6253  -0.07
C7 0.7491 -2.1067 1.7690  -0.41
O2 -0.4269 -1.9663 1.3644  -0.04
N1 1.7459 -1.2328 1.5175  0.06
N2 1.2877 -0.2863 0.6592  -0.07
C8 2.0417 0.7263 0.3688  -0.15
C9 1.4393 1.6408 -0.5831  -0.27
C10 2.0739 2.7964 -1.0476  -0.03
C11 1.3673 3.6517 -1.8651  -0.08
C12 0.0480 3.3382 -2.2034  -0.07
C13 -0.4956 2.1536 -1.7443  -0.12
N3 0.1792 1.3074 -0.9577  0.02
H1 3.1186 -1.9906 2.1474  0.06
H2 3.7443 -4.8246 4.1023  0.11
H3 1.9325 -6.3591 4.8082  0.09
H4 -0.4128 -5.9166 4.1084  0.09
H5 -0.8816 -3.9266 2.6770  0.11
H6 3.0375 0.8610 0.7717  0.10
H7 3.0945 2.9993 -0.7555  0.12
H8 1.8325 4.5575 -2.2337  0.10
H9 -0.5445 3.9874 -2.8326  0.10
H10 -1.4981 1.8452 -2.0023  0.10
N4 -3.2054 -4.1604 -2.3666  0.14
C14 -2.6021 -3.1082 -1.7138  -0.54
O3 -2.4495 -3.1503 -0.5102  0.04
C15 -2.1807 -1.9745 -2.6200  -0.22
C16 -1.8347 -0.6445 -1.9635  -0.24
H11 -3.2936 -5.0165 -1.8450  0.10
H12 -3.1413 -4.2147 -3.3680  0.08
H13 -2.9646 -1.9189 -3.3950  0.11
H14 -1.2885 -2.3544 -3.1303  0.06
H15 -2.7728 -0.1414 -1.6744  0.04
H16 -1.3805 -0.0326 -2.7529  0.03
C17 1.7852 1.4567 -5.0236  -0.07
C18 2.5666 0.4945 -4.1586  -0.33
O4 1.6520 -0.1110 -3.2517  -0.31
P1 2.0336 -1.4804 -2.4742  0.09
O5 0.8227 -1.7664 -1.6307  -0.36
Te1 4.2173 -1.3698 -1.5845  0.33
O6 2.1133 -2.5701 -3.6561  -0.32
C19 0.9368 -2.8806 -4.4041  -0.29
C20 0.2532 -4.1007 -3.8272  -0.09
H17 2.4417 1.9146 -5.7653  0.07
H18 1.3395 2.2460 -4.4200  0.05
H19 0.9834 0.9363 -5.5476  0.08
H20 3.3453 0.9984 -3.5788  0.08
H21 3.0590 -0.2768 -4.7601  0.11
H22 1.2758 -3.0582 -5.4290  0.12
H23 0.2674 -2.0161 -4.4243  0.10
H24 0.9141 -4.9656 -3.8733  0.08
H25 -0.6565 -4.3282 -4.3890  0.07
H26 -0.0132 -3.9241 -2.7853  0.07
C21 -1.0539 6.1648 2.4383  -0.07
C22 -1.0866 5.2133 3.6231  -0.21
N5 -1.1783 3.8169 3.2128  -0.06
C23 0.0110 2.9946 3.4153  -0.20
C24 1.1653 3.3938 2.5112  -0.07
C25 -2.4197 3.3552 2.8986  -0.41
O7 -3.4162 4.0584 3.0130  0.05
C26 -2.5457 1.9612 2.3591  -0.11
C27 -3.5412 1.1149 2.8315  0.00
C28 -3.6472 -0.1531 2.2894  -0.02
C29 -2.7668 -0.5366 1.2862  -0.08
N6 -1.8289 0.2922 0.8031  0.02
C30 -1.7338 1.5108 1.3294  -0.05
H27 -0.9762 7.1971 2.7816  0.07
H28 -1.9697 6.0678 1.8573  0.07
H29 -0.2074 5.9545 1.7852  0.06
H30 -1.9442 5.4422 4.2599  0.12
H31 -0.1821 5.3117 4.2270  0.11
H32 -0.2467 1.9489 3.2662  0.12
H33 0.3076 3.0922 4.4665  0.12
H34 0.8779 3.3545 1.4622  0.06
H35 2.0034 2.7115 2.6534  0.08
H36 1.5129 4.4056 2.7255  0.07
H37 -4.2100 1.4581 3.6101  0.12
H38 -4.3930 -0.8538 2.6368  0.11
H39 -2.7919 -1.5204 0.8421  0.09
H40 -0.9662 2.1471 0.9147  0.11



3.
Below is C3H9BrNO as an isolated structure, with properties calculated with the ωB97M-V functional and the def2-TZVPD basis.

Calculated values
HOMO-LUMO gap = 9.171 eV
HOMO = -14.58 eV
calculated total energy = -2823.35403 Eh
LUMO = -5.41 eV
charge = +1

Each line ends with the Löwdin charge.
Cartesian coordinates (Å):
C1 -0.1858 1.2782 -0.8843  -0.01
C2 -0.4019 -0.9342 0.1565  -0.45
C3 -0.3691 0.5324 0.3936  -0.56
N1 0.0583 1.0090 1.4757  0.22
O1 0.3985 -1.6486 0.9612  0.02
Br1 -2.6514 -0.4824 0.5800  0.62
H1 0.6980 1.8913 -0.6580  0.12
H2 -0.1985 0.6352 -1.7836  0.10
H3 -1.0672 1.9477 -1.0745  0.12
H4 1.1930 -1.2479 -1.1481  0.04
H5 -0.6935 -1.2276 -0.8426  0.08
H6 0.0523 1.9937 1.6264  0.15
H7 1.7794 -1.5699 -1.6407  0.13
H8 0.6807 0.4312 2.0942  0.19
H9 0.7071 -2.6079 0.7442  0.21



4.
Below is a 2-piece molecular cluster, C3H5FO overall, with properties calculated with the ωB97M-V functional and the def2-TZVPD basis.

Calculated values
HOMO-LUMO gap (alpha / beta) = 6.612 / 9.638 eV
HOMO (alpha / beta) = -8.03 / -10.31 eV
calculated total energy = -292.23083 Eh
LUMO (alpha / beta) = -1.42 / -0.67 eV
charge = 0

Each line ends with the Löwdin charge.
Cartesian coordinates (Å):
C1 -1.4653 0.0212 -0.5198  0.04
C2 -0.4369 0.0896 0.3924  -0.16
C3 0.5305 -0.9519 0.6422  -0.14
O1 2.2235 0.7089 -0.1971  -0.13
F1 0.7017 -1.8267 -0.2787  0.09
H1 -1.9159 0.8061 -1.0807  0.05
H2 -1.9677 -0.8912 -0.8143  0.06
H3 -0.1967 1.0227 0.8453  0.09
H4 1.3646 -1.0161 1.4423  0.15
H5 2.0053 0.7773 -1.1098  -0.04



5.
Below is one molecule with the formula C7H8O, with properties calculated with the ωB97M-V functional and the def2-TZVPD basis.

Calculated values
HOMO-LUMO gap (alpha / beta) = 7.206 / 7.850 eV
HOMO (alpha / beta) = -7.59 / -8.19 eV
calculated total energy = -346.50550 Eh
LUMO (alpha / beta) = -0.39 / -0.34 eV
charge = 0

Each line ends with the Löwdin charge.
Cartesian coordinates (Å):
C1 -0.5099 0.1093 -1.9719  -0.03
C2 0.5723 -0.0381 -0.9231  -0.43
C3 0.1133 -1.2202 0.3548  -0.19
C4 -0.2204 -2.3327 -0.0363  0.15
O1 1.7460 0.0852 -1.1234  0.09
H1 -1.4960 0.0805 -1.5149  0.08
H2 -0.4265 -0.6925 -2.7059  0.09
H3 -0.3655 1.0685 -2.4711  0.09
H4 -0.5294 -3.2942 -0.3634  0.04
C5 0.0973 1.7464 1.2589  -0.09
C6 0.1758 0.6411 2.1294  -0.10
C7 0.2380 -0.6234 1.9641  -0.05
H5 0.2368 1.2120 0.1942  0.08
H6 -0.8717 2.2456 1.2211  0.09
H7 0.9244 2.4589 1.3389  0.09
H8 0.3156 -1.4464 2.6486  0.08



6.
Below is a 2-piece molecular cluster, C2H7NO2 overall, with properties calculated with the ωB97M-V functional and the def2-TZVPD basis.

Calculated values
HOMO-LUMO gap = 9.877 eV
HOMO = -9.85 eV
calculated total energy = -285.63065 Eh
LUMO = 0.03 eV
charge = 0

Each line ends with the Löwdin charge.
Cartesian coordinates (Å):
C1 0.2185 -2.8153 1.7880  -0.39
N1 0.1442 -1.9422 0.7447  -0.04
C2 -0.6923 -0.7674 0.7210  -0.11
O1 1.1088 -3.6149 1.8872  0.02
H1 -0.5386 -2.6279 2.5662  0.13
H2 0.9702 -1.9789 0.1597  0.14
H3 -1.6960 -0.9969 0.3619  0.08
H4 -0.2272 0.0157 0.1290  0.08
H5 -0.7517 -0.2877 1.7076  0.08
H6 0.8502 4.6886 -2.7163  0.02
H7 0.0026 4.9790 -3.9975  0.03
O2 0.6113 5.3480 -3.3514  -0.05



7.
Below is one molecule with the formula C16H19N3O6, with properties calculated with the ωB97M-V functional and the def2-TZVPD basis.

Calculated values
HOMO-LUMO gap = 7.840 eV
HOMO = -8.76 eV
calculated total energy = -1236.69114 Eh
LUMO = -0.92 eV
charge = 0

Each line ends with the Löwdin charge.
Cartesian coordinates (Å):
C1 -6.8808 -2.0843 0.3255  -0.07
C2 -6.4850 -1.2977 1.5739  -0.26
O1 -5.2307 -0.6524 1.4641  -0.15
C3 -5.2411 0.7135 1.1466  -0.23
C4 -5.5497 1.0418 -0.3215  -0.15
H1 -5.4520 2.1219 -0.4552  0.11
C5 -4.6145 0.3115 -1.2823  -0.17
N1 -3.2408 0.7074 -1.0815  0.08
C6 -2.2420 -0.1901 -0.9731  -0.45
O2 -2.3826 -1.3843 -1.1277  0.07
C7 -0.8903 0.4041 -0.6534  -0.12
C8 0.1511 -0.4541 -0.5685  0.06
C9 1.5400 -0.2041 -0.2770  -0.18
C10 2.4103 -1.2815 -0.2449  0.06
C11 3.7664 -1.0952 0.0328  -0.07
C12 4.2911 0.1841 0.2877  -0.15
C13 3.3889 1.2877 0.2519  -0.19
C14 2.0554 1.0826 -0.0242  0.07
H2 1.3828 1.9217 -0.0491  0.08
O3 3.9582 2.4837 0.5042  -0.05
C15 3.1448 3.6355 0.4928  -0.06
H3 2.3597 3.5805 1.2525  0.10
H4 2.6886 3.7953 -0.4886  0.10
H5 3.8131 4.4634 0.7211  0.10
O4 5.5610 0.4408 0.5580  0.13
H6 6.0709 -0.4063 0.5521  0.10
N2 4.6035 -2.2492 0.0485  -0.33
O5 4.1101 -3.3283 -0.1804  0.11
O6 5.7980 -2.0924 0.2955  0.07
H7 2.0617 -2.2855 -0.4321  0.13
H8 -0.1128 -1.4911 -0.7487  0.13
C16 -0.8417 1.7917 -0.4586  -0.21
N3 -0.8889 2.9328 -0.3116  0.18
H9 -3.0530 1.6911 -0.9568  0.12
H10 -4.6548 -0.7659 -1.1074  0.11
H11 -4.9135 0.5166 -2.3177  0.13
H12 -6.5786 0.7680 -0.5565  0.10
H13 -5.9560 1.2514 1.7889  0.12
H14 -4.2319 1.0597 1.3908  0.12
H15 -7.2655 -0.5695 1.8326  0.12
H16 -6.3777 -1.9979 2.4099  0.12
H17 -7.7528 -2.6949 0.5454  0.07
H18 -7.1185 -1.4284 -0.5077  0.06
H19 -6.0610 -2.7353 0.0338  0.08